Entry 1:
Here is a 2-piece molecular cluster, C27H42BClF11N3O6P2S overall in a non-equilibrium geometry from the Open Molecules 2025 dataset. Energies are from ωB97M-V with the def2-TZVPD basis set.

Output
E_HOMO: -9.33 eV
LUMO energy: -0.0468 Eh
gap between HOMO and LUMO: 8.059 eV
ΔE to the lowest compared entry with this formula, charge and spin: 310.5 kcal per mole

XYZ file:
```
94
C27H42BClF11N3O6P2S ωB97M-V with the def2-TZVPD basis set
C -5.31 -0.90 -3.08
C -4.58 0.57 -3.22
C -3.03 0.27 -3.50
C -1.97 1.39 -2.98
C -2.58 2.82 -2.63
C -0.77 0.82 -2.05
P 0.24 -0.27 -3.33
O 0.85 0.60 -4.63
O -0.53 -1.73 -3.67
C -1.21 -0.25 -0.94
N -1.19 0.16 0.51
C -2.19 1.31 0.63
N -3.41 1.31 -0.14
C -1.76 -0.92 1.37
F -3.22 -0.87 1.46
F -1.61 -0.65 2.79
C -1.60 -2.46 1.17
F -0.40 -3.15 1.46
F -2.41 -3.00 2.25
C -2.22 -3.25 -0.08
F -2.41 -4.59 0.39
F -1.30 -3.42 -1.18
F -3.47 -2.84 -0.55
C 0.20 0.69 0.92
C 1.18 -0.54 1.40
C 1.29 -0.98 2.90
O 2.59 -1.67 3.08
C 2.49 -2.29 4.40
C 2.13 -3.88 4.20
C 0.21 1.74 2.11
C 0.14 3.31 1.83
O 1.12 4.07 1.61
Cl -1.45 4.29 1.95
C 1.05 1.19 -0.41
C 2.44 1.89 -0.06
C 3.76 1.12 -0.62
C 3.87 0.25 -1.88
C 5.15 -0.49 -2.34
C 6.47 -0.42 -1.48
C 6.39 0.48 -0.21
C 5.09 1.23 0.24
C 5.21 2.09 1.58
N 0.23 1.77 -1.52
P 0.90 3.04 -2.42
O 0.84 4.42 -1.35
O 2.56 2.84 -2.94
S 0.21 3.78 -4.04
H -5.27 -1.21 -1.96
H -6.36 -0.91 -3.51
H -4.70 -1.70 -3.64
H -4.84 1.13 -2.28
H -5.05 1.03 -4.17
H -2.99 0.13 -4.65
H -2.83 -0.79 -3.11
H -1.44 1.60 -4.00
H -3.62 2.86 -2.19
H -2.59 3.52 -3.55
H -1.89 3.35 -1.87
H 0.34 0.44 -5.47
H 0.16 -2.44 -3.54
H -0.43 -1.11 -1.01
H -2.21 -0.76 -1.12
H -2.47 1.51 1.74
H -1.63 2.22 0.17
H -3.92 2.18 -0.18
H -3.83 0.48 -0.51
H 0.95 -1.37 0.62
H 2.30 -0.36 1.13
H 1.29 -0.16 3.70
H 0.53 -1.77 3.29
H 3.55 -2.28 4.86
H 1.77 -1.77 5.11
H 2.79 -4.51 4.89
H 2.25 -4.21 3.12
H 1.04 -4.04 4.52
H 1.23 1.68 2.67
H -0.57 1.57 2.94
H 1.43 0.19 -0.86
H 2.63 1.75 1.08
H 2.57 3.00 -0.21
H 2.95 0.13 -2.54
H 5.19 -1.14 -3.28
H 7.42 -0.98 -1.79
H 7.33 0.54 0.44
H 5.46 3.19 1.37
H 4.30 1.96 2.28
H 6.10 1.65 2.18
H 1.44 5.11 -1.73
H 3.08 3.64 -2.68
B -3.89 -4.46 5.34
F -2.49 -4.69 5.57
F -4.12 -3.05 5.18
F -4.30 -5.15 4.15
F -4.65 -4.94 6.46
```

Löwdin population analysis, charges in e, atoms 1 to 2:
1. C -0.115
2. C -0.237

=====

Entry 2:
Here is C27H42BrN4O3SW as an isolated structure in a non-equilibrium geometry from the Open Molecules 2025 dataset. Energies are from ωB97M-V with the def2-TZVPD basis set.

Output
net charge: +1
E_HOMO (spin up / spin down): -9.27 / -9.28 eV
LUMO energy (spin up / spin down): -0.1173 / -0.1200 Eh
gap between HOMO and LUMO (spin up / spin down): 6.082 / 6.012 eV
ΔE to the lowest compared entry with this formula, charge and spin: 33.8 kcal per mole
multiplicity: 3

XYZ file:
```
79
C27H42BrN4O3SW ωB97M-V with the def2-TZVPD basis set
W 1.50 0.51 -0.87
N 3.69 0.86 -1.40
C 4.28 2.10 -0.86
C 3.16 3.10 -0.67
N 1.98 2.53 0.06
C 2.24 2.46 1.52
C 2.96 1.19 1.95
N 2.34 0.03 1.28
C 0.80 3.42 -0.17
C 0.31 3.33 -1.60
N 0.15 1.92 -2.00
H 4.35 0.10 -1.37
H 3.50 1.03 -2.42
H 4.99 2.53 -1.57
H 4.82 1.90 0.05
H 2.82 3.39 -1.67
H 3.51 3.99 -0.15
H 1.28 2.50 2.04
H 2.81 3.34 1.84
H 2.89 1.11 3.04
H 4.01 1.22 1.70
H 1.52 -0.28 1.80
H 2.98 -0.76 1.28
H 1.05 4.45 0.08
H 0.01 3.09 0.49
H 1.01 3.79 -2.30
H -0.63 3.88 -1.67
H 0.43 1.86 -2.99
H -0.80 1.59 -1.90
C -1.16 -4.58 4.13
C -2.27 -4.11 3.18
C -3.50 -3.75 4.01
C -2.63 -5.26 2.22
C -1.75 -2.92 2.37
C -0.67 -3.08 1.52
C -0.19 -1.99 0.82
Br 1.27 -2.32 -0.39
C -0.71 -0.69 0.91
O -0.19 0.34 0.21
C -1.84 -0.54 1.76
C -2.31 -1.65 2.44
C -2.55 0.82 1.91
C -2.96 1.35 0.52
C -1.61 1.80 2.62
C -3.82 0.71 2.76
H -1.51 -5.41 4.74
H -0.86 -3.76 4.80
H -0.27 -4.91 3.58
H -3.83 -4.63 4.56
H -4.33 -3.42 3.37
H -3.28 -2.97 4.74
H -3.08 -6.08 2.78
H -1.75 -5.64 1.70
H -3.35 -4.92 1.47
H -0.19 -4.04 1.38
H -3.17 -1.51 3.08
H -2.12 1.37 -0.16
H -3.37 2.36 0.61
H -3.74 0.71 0.09
H -0.65 1.82 2.13
H -1.47 1.50 3.66
H -2.03 2.81 2.61
H -4.55 0.02 2.32
H -4.29 1.70 2.81
H -3.60 0.40 3.78
O -0.35 -0.65 -2.82
C 0.73 -0.45 -3.36
O 1.83 -0.39 -2.60
C 0.93 -0.16 -4.79
C 0.23 -0.95 -5.72
C 0.37 -0.74 -7.07
C 1.21 0.29 -7.51
C 1.88 1.09 -6.61
C 1.76 0.90 -5.23
S 2.58 2.08 -4.19
H -0.41 -1.74 -5.35
H -0.16 -1.36 -7.78
H 1.32 0.46 -8.58
H 2.50 1.90 -6.96
```

Löwdin population analysis, charges in e, atoms 1 to 2:
1. W 1.661
2. N -0.092

=====

Entry 3:
Here is a 4-piece molecular cluster, C27H42Cl2N2O15PS overall in a non-equilibrium geometry from the Open Molecules 2025 dataset. Energies are from ωB97M-V with the def2-TZVPD basis set.

Output
net charge: +1
E_HOMO: -10.49 eV
LUMO energy: -0.0960 Eh
gap between HOMO and LUMO: 7.875 eV

XYZ file:
```
90
C27H42Cl2N2O15PS ωB97M-V with the def2-TZVPD basis set
C 0.56 1.32 -2.03
C -0.22 -0.03 -2.02
O -1.48 0.28 -2.60
C -0.33 -0.40 -0.54
C -0.79 -1.83 -0.08
P -1.23 -2.76 -1.69
O 0.08 -3.32 -2.54
O -2.24 -4.02 -1.47
N 0.31 -2.39 0.85
S 0.70 -4.15 0.73
C 2.07 -4.30 -0.44
O -0.38 -5.02 0.40
O 1.26 -4.62 1.96
C 0.27 -1.95 2.29
Cl 1.99 -1.72 2.78
C -0.55 -0.70 2.65
C 0.13 0.67 2.59
C -0.76 1.82 3.16
O -1.75 1.32 4.04
C -1.32 2.69 2.02
N -0.29 3.65 1.56
C -1.97 -0.74 1.98
C -2.13 -1.67 0.73
Cl -2.64 -3.27 1.47
C -3.32 -1.16 -0.09
C -4.32 -2.00 -0.56
C -5.40 -1.54 -1.26
C -5.57 -0.20 -1.53
C -4.60 0.65 -1.07
C -3.52 0.17 -0.37
H 0.44 1.80 -3.00
H 0.25 1.95 -1.19
H 1.62 1.07 -1.91
H 0.41 -0.67 -2.65
H -1.37 0.23 -3.56
H -0.97 0.36 -0.11
H 0.67 -0.18 -0.13
H 0.91 -2.85 -2.40
H -2.58 -4.28 -2.34
H 1.18 -1.98 0.49
H 1.73 -4.76 -1.36
H 2.51 -3.31 -0.60
H 2.85 -4.94 -0.03
H -0.17 -2.77 2.85
H -0.77 -0.83 3.71
H 0.44 1.01 1.59
H 1.03 0.72 3.20
H -0.13 2.50 3.74
H -2.57 1.81 3.87
H -1.56 2.09 1.13
H -2.23 3.23 2.30
H 0.58 3.52 2.08
H -0.05 3.45 0.60
H -2.68 -1.09 2.73
H -2.27 0.27 1.75
H -4.28 -3.06 -0.40
H -6.17 -2.24 -1.58
H -6.45 0.12 -2.06
H -4.71 1.71 -1.23
H -2.83 0.93 -0.01
C 5.96 -2.67 -1.72
C 6.80 -3.49 -2.68
O 5.81 -4.07 -3.53
C 4.71 -3.29 -3.49
O 3.77 -3.41 -4.20
O 4.81 -2.35 -2.51
H 6.47 -1.77 -1.38
H 5.64 -3.25 -0.85
H 7.46 -2.87 -3.28
H 7.38 -4.25 -2.18
C -1.24 3.19 7.91
C -0.60 4.36 7.21
O -1.14 4.25 5.88
C -2.30 3.56 5.97
O -3.08 3.44 5.07
O -2.47 3.03 7.20
H -1.43 3.38 8.96
H -0.65 2.27 7.81
H -0.91 5.32 7.63
H 0.48 4.31 7.19
C 2.56 4.19 -5.73
C 1.90 3.92 -7.06
O 1.35 2.62 -6.87
C 1.17 2.43 -5.55
O 0.57 1.52 -5.07
O 1.75 3.42 -4.83
H 2.55 5.24 -5.45
H 3.59 3.82 -5.69
H 1.10 4.62 -7.28
H 2.61 3.92 -7.89
```

Löwdin population analysis, charges in e, atoms 1 to 2:
1. C -0.024
2. C -0.436

=====

Entry 4:
Here is C27H42CoGeS3SbSi4 as an isolated structure from the Open Molecules 2025 dataset. Energies are from ωB97M-V with the def2-TZVPD basis set.

Output
E_HOMO (spin up / spin down): -7.16 / -8.03 eV
LUMO energy (spin up / spin down): 0.0038 / -0.0839 Eh
gap between HOMO and LUMO (spin up / spin down): 7.261 / 5.751 eV
ΔE to the lowest compared entry with this formula, charge and spin: 6.3 kcal per mole
multiplicity: 5

XYZ file:
```
79
C27H42CoGeS3SbSi4 ωB97M-V with the def2-TZVPD basis set
Co -0.21 -0.77 -0.58
S -2.50 -3.40 1.69
Sb -3.00 -2.04 -0.15
S -2.02 0.11 0.66
S -1.30 -2.44 -1.70
C -1.24 0.05 -4.42
Si -2.54 0.77 -3.27
C -3.04 2.41 -4.04
C -4.08 -0.29 -3.18
Si -1.65 1.36 -1.15
Si -2.84 3.19 -0.23
C -3.03 4.69 -1.33
C -1.97 3.74 1.34
C -4.54 2.51 0.16
Si 0.70 1.87 -1.31
C 1.76 0.63 -2.25
C 1.36 2.25 0.39
C 0.63 3.42 -2.37
H -1.74 -0.29 -5.33
H -0.70 -0.79 -3.99
H -0.53 0.83 -4.71
H -3.23 2.24 -5.10
H -2.29 3.19 -3.95
H -3.97 2.79 -3.60
H -4.64 -0.12 -4.11
H -4.73 -0.02 -2.35
H -3.84 -1.35 -3.11
H -2.08 5.10 -1.67
H -3.53 5.47 -0.75
H -3.64 4.49 -2.21
H -1.12 4.38 1.10
H -1.62 2.91 1.94
H -2.66 4.33 1.95
H -4.94 1.89 -0.64
H -5.23 3.35 0.29
H -4.54 1.92 1.08
H 1.92 -0.33 -1.75
H 2.75 1.08 -2.38
H 1.34 0.44 -3.24
H 1.40 1.37 1.04
H 0.74 3.00 0.90
H 2.37 2.66 0.30
H 0.28 3.20 -3.38
H 1.64 3.83 -2.45
H -0.01 4.19 -1.94
C 1.11 0.77 5.12
C -0.02 0.13 4.62
C 0.07 -0.60 3.45
C 1.27 -0.72 2.75
C 2.39 -0.09 3.28
C 2.32 0.66 4.45
Ge 1.34 -1.76 1.07
C 0.80 -3.59 1.52
C 0.49 -3.98 2.82
C 0.14 -5.29 3.12
C 0.12 -6.25 2.12
C 0.44 -5.89 0.82
C 0.77 -4.58 0.52
C 3.25 -1.87 0.61
C 3.97 -3.07 0.64
C 5.32 -3.11 0.32
C 5.99 -1.95 -0.03
C 5.30 -0.74 -0.06
C 3.95 -0.71 0.25
H 1.05 1.35 6.04
H -0.96 0.20 5.14
H -0.82 -1.10 3.09
H 3.35 -0.18 2.78
H 3.20 1.15 4.83
H 0.51 -3.25 3.62
H -0.11 -5.56 4.14
H -0.15 -7.27 2.35
H 0.42 -6.63 0.03
H 1.00 -4.31 -0.50
H 3.47 -3.99 0.92
H 5.85 -4.05 0.35
H 7.04 -1.98 -0.28
H 5.82 0.17 -0.33
H 3.43 0.24 0.22
```

Löwdin population analysis, charges in e, atoms 1 to 2:
1. Co -0.182
2. S 0.074